Version a
C5H14 | wB97M-V/def2-TZVPD

Geometry as XYZ:
```
19
Properties=species:S:1:pos:R:3
C 0.646 1.815 1.484
C -0.370 1.781 0.406
C 0.198 1.718 -1.008
H 1.212 2.755 1.543
H 1.421 1.077 1.223
H 0.370 1.616 2.518
H -0.865 0.807 0.498
H -1.082 2.607 0.409
H 0.792 0.832 -1.244
H -0.508 1.796 -1.836
H 0.868 2.547 -1.279
C 0.432 -2.509 -0.352
C -1.099 -2.329 -0.299
H 0.833 -1.928 -1.181
H 0.813 -2.162 0.610
H 0.755 -3.537 -0.493
H -1.395 -1.283 -0.311
H -1.480 -2.739 -1.227
H -1.540 -2.863 0.540
```

Output
molecular weight: 74.2 Da
SMILES string: CCC.CC
multiplicity: 1
HOMO: -11.2 eV

Version b
C5H14 | wB97M-V/def2-TZVPD

Geometry as XYZ:
```
19
Properties=species:S:1:pos:R:3
C 2.665 1.087 -0.607
C 1.818 0.341 0.454
C 1.065 -0.815 -0.170
H 3.476 1.671 -0.154
H 2.092 1.897 -1.073
H 2.980 0.421 -1.425
H 2.464 -0.034 1.258
H 1.115 1.063 0.870
H 1.803 -1.667 -0.213
H 0.081 -0.924 0.327
H 0.915 -0.748 -1.247
C -3.071 0.139 0.665
C -2.290 -0.780 -0.230
H -3.969 0.566 0.214
H -3.436 -0.318 1.594
H -2.439 1.008 0.886
H -1.280 -0.999 0.076
H -1.969 -0.274 -1.157
H -2.841 -1.638 -0.670
```

Output
molecular weight: 74.2 Da
SMILES string: CCC.CC
multiplicity: 1
HOMO: -10.9 eV

Version c
C5H14 | wB97M-V/def2-TZVPD

Geometry as XYZ:
```
19
Properties=species:S:1:pos:R:3
C -1.398 -2.187 -0.326
C -1.141 -0.703 -0.317
C -2.188 0.094 -1.107
H -1.355 -2.660 -1.306
H -0.649 -2.663 0.318
H -2.371 -2.464 0.086
H -1.093 -0.322 0.707
H -0.139 -0.500 -0.706
H -3.223 0.002 -0.792
H -1.855 1.128 -1.205
H -2.179 -0.269 -2.145
C 2.756 1.007 0.396
C 1.833 1.711 1.338
H 3.772 0.948 0.796
H 2.490 -0.010 0.113
H 2.885 1.518 -0.561
H 0.901 2.060 0.862
H 2.218 2.713 1.563
H 1.532 1.197 2.244
```

Output
molecular weight: 74.2 Da
SMILES string: CCC.CC
multiplicity: 1
HOMO: -11.3 eV

Version d
C5H14 | wB97M-V/def2-TZVPD

Geometry as XYZ:
```
19
Properties=species:S:1:pos:R:3
C 2.315 -1.508 0.946
C 0.863 -1.065 1.178
C -0.176 -2.171 0.958
H 2.258 -2.265 0.165
H 2.812 -1.863 1.841
H 2.938 -0.694 0.563
H 0.835 -0.684 2.200
H 0.499 -0.281 0.515
H -1.110 -1.684 0.668
H -0.004 -2.876 0.138
H -0.354 -2.829 1.813
C -0.709 2.478 -1.577
C -2.028 1.911 -1.159
H -0.434 3.419 -1.092
H 0.151 1.819 -1.390
H -0.542 2.710 -2.633
H -2.719 2.769 -1.142
H -2.039 1.547 -0.133
H -2.554 1.267 -1.859
```

Output
molecular weight: 74.2 Da
SMILES string: CCC.CC
multiplicity: 1
HOMO: -11.3 eV

Energies relative to the most stable structure are version a 0.101; version b 0.778; version c 0.000; version d 0.295, reported in eV.

Version a
C5H14 | wB97M-V/def2-TZVPD

Geometry as XYZ:
```
19
Properties=species:S:1:pos:R:3
C 2.008 -0.590 -0.154
C 1.210 -1.913 0.092
C -0.250 -2.021 -0.202
H 2.821 -0.636 0.575
H 2.325 -0.475 -1.187
H 1.652 0.345 0.290
H 1.300 -2.236 1.136
H 1.791 -2.510 -0.620
H -0.570 -3.091 -0.343
H -0.444 -1.666 -1.224
H -1.004 -1.591 0.447
C -1.344 1.709 -0.545
C -1.395 2.373 0.871
H -1.736 2.419 -1.266
H -0.350 1.322 -0.672
H -2.023 0.818 -0.622
H -1.446 1.633 1.648
H -2.093 3.199 0.778
H -0.450 2.910 0.999
```

Output
molecular weight: 74.2 Da
SMILES string: CCC.CC
multiplicity: 1
HOMO: -11.1 eV

Version b
C5H14 | wB97M-V/def2-TZVPD

Geometry as XYZ:
```
19
Properties=species:S:1:pos:R:3
C 2.379 0.444 0.573
C 1.542 -0.081 -0.584
C 1.939 -1.484 -1.005
H 3.276 -0.114 0.849
H 1.820 0.598 1.503
H 2.691 1.479 0.393
H 0.512 -0.124 -0.192
H 1.468 0.642 -1.396
H 1.856 -2.159 -0.139
H 1.378 -1.954 -1.805
H 3.012 -1.544 -1.197
C -3.175 0.059 -0.064
C -2.397 0.996 0.866
H -3.766 -0.638 0.512
H -3.735 0.677 -0.765
H -2.465 -0.555 -0.616
H -1.388 1.102 0.446
H -2.237 0.623 1.871
H -2.709 2.034 0.749
```

Output
molecular weight: 74.2 Da
SMILES string: CCC.CC
multiplicity: 1
HOMO: -11.0 eV

Energies relative to the most stable structure are version a 0.482; version b 0.000, reported in eV.

Version a
C5H14 | wB97M-V/def2-TZVPD

Geometry as XYZ:
```
19
Properties=species:S:1:pos:R:3
C -1.469 -1.508 -0.641
C -0.729 -0.531 -1.564
C 0.159 -1.104 -2.700
H -1.951 -2.297 -1.219
H -0.704 -2.052 -0.081
H -2.066 -0.896 0.026
H 0.113 -0.197 -0.975
H -1.302 0.359 -1.798
H -0.249 -2.005 -3.182
H 1.050 -1.576 -2.286
H 0.261 -0.287 -3.407
C 1.214 0.815 2.021
C 0.555 2.156 2.438
H 0.943 -0.054 2.612
H 0.808 0.757 1.016
H 2.294 0.862 2.143
H 1.185 3.033 2.286
H -0.337 2.290 1.835
H 0.226 2.234 3.477
```

Output
molecular weight: 74.2 Da
SMILES string: CCC.CC
multiplicity: 1
HOMO: -10.8 eV

Version b
C5H14 | wB97M-V/def2-TZVPD

Geometry as XYZ:
```
19
Properties=species:S:1:pos:R:3
C -0.156 -1.196 1.737
C 1.278 -1.077 1.334
C 1.812 0.324 1.075
H -0.528 -2.076 1.271
H -0.792 -0.505 1.382
H -0.143 -1.301 2.826
H 1.884 -1.546 2.152
H 1.669 -1.817 0.543
H 1.778 0.847 2.061
H 2.862 0.368 0.880
H 1.315 0.876 0.292
C -0.944 0.434 -2.336
C -1.866 1.295 -1.593
H -1.121 -0.568 -2.186
H -0.987 0.686 -3.510
H 0.032 0.583 -1.838
H -1.704 1.252 -0.487
H -2.867 1.107 -1.812
H -1.525 2.314 -1.790
```

Output
molecular weight: 74.2 Da
SMILES string: CCC.CC
multiplicity: 1
HOMO: -10.8 eV

Energies relative to the most stable structure are version a 0.000; version b 0.300, reported in eV.

Version a
C5H14 | wB97M-V/def2-TZVPD

Geometry as XYZ:
```
19
Properties=species:S:1:pos:R:3
C -1.912 -1.133 -0.609
C -1.641 0.383 -0.377
C -2.306 1.033 0.885
H -2.182 -1.326 -1.583
H -2.801 -1.681 0.036
H -1.079 -1.936 -0.300
H -0.586 0.501 -0.446
H -2.064 0.912 -1.287
H -2.237 2.053 0.471
H -3.166 0.481 1.226
H -1.516 1.353 1.712
C 3.104 -0.166 0.721
C 2.278 -0.045 -0.649
H 2.457 0.131 1.518
H 3.469 -1.196 1.083
H 3.927 0.343 0.665
H 2.323 1.003 -1.160
H 1.304 -0.153 -0.396
H 2.630 -0.558 -1.510
```

Output
molecular weight: 74.2 Da
SMILES string: CCC.CC
multiplicity: 1
HOMO: -10.6 eV

Version b
C5H14 | wB97M-V/def2-TZVPD

Geometry as XYZ:
```
19
Properties=species:S:1:pos:R:3
C -1.525 -0.671 0.321
C -0.884 -1.750 -0.629
C -0.989 -1.162 -2.164
H -1.973 -1.363 1.183
H -2.138 0.010 -0.113
H -0.957 -0.058 0.939
H 0.170 -1.989 -0.483
H -1.500 -2.690 -0.454
H -1.217 -0.124 -2.120
H -0.012 -1.189 -2.574
H -1.667 -1.775 -2.951
C 1.124 1.251 1.669
C 1.948 1.928 0.609
H 0.073 1.261 1.450
H 1.711 0.295 1.706
H 1.140 1.754 2.683
H 1.647 2.880 0.229
H 2.984 2.126 0.980
H 2.066 1.263 -0.280
```

Output
molecular weight: 74.2 Da
SMILES string: CCC.CC
multiplicity: 1
HOMO: -10.9 eV

Energies relative to the most stable structure are version a 0.791; version b 0.000, reported in eV.